[1]
{"formula": "C44H37N6P2Ta", "method": "ωB97M-V/def2-TZVPD", "lumo_energy_ha": [-0.4840, -0.4840], "fmax_ha_per_bohr": 0.0465, "de_lowest_ev": 3.5195, "homo_ev": [-17.9, -17.9], "multiplicity": 1, "total_charge": 4, "orbital_gap_ev": [4.75, 4.75], "elements": ["Ta", "N", "C", "N", "C", "N", "N", "C", "C", "C", "C", "C", "C", "N", "C", "C", "C", "C", "C", "C", "H", "H", "H", "H", "H", "H", "H", "H", "H", "H", "H", "C", "P", "C", "C", "C", "C", "C", "C", "C", "C", "C", "C", "C", "C", "C", "C", "C", "C", "C", "P", "C", "C", "C", "C", "C", "C", "C", "C", "C", "C", "C", "C", "N", "H", "H", "H", "H", "H", "H", "H", "H", "H", "H", "H", "H", "H", "H", "H", "H", "H", "H", "H", "H", "H", "H", "H", "H", "H", "H"], "positions_angstrom": [[-0.303412, -0.617518, 0.540508], [1.004088, 4.674182, -1.010792], [0.251088, 4.365082, 0.163408], [0.858488, 2.390682, 0.768508], [1.760788, 1.853482, -0.180892], [1.875488, 0.526682, -0.072892], [1.578588, -0.035018, 1.106708], [2.123788, 0.217382, 2.252308], [1.467888, -0.309418, 3.428308], [2.012588, -0.205818, 4.711008], [1.284788, -0.693418, 5.789208], [0.044088, -1.269318, 5.557208], [-0.447012, -1.309818, 4.253908], [0.240588, -0.841318, 3.222308], [2.307188, 2.573182, -1.257392], [3.286588, 1.903182, -2.045892], [3.909888, 2.509782, -3.091692], [3.579488, 3.840282, -3.422092], [2.626288, 4.514982, -2.709092], [1.951488, 3.927882, -1.615492], [0.897088, 5.611782, -1.378192], [-0.390912, 5.198982, 0.438108], [3.015188, 0.827982, 2.360808], [2.980288, 0.250582, 4.854108], [1.677288, -0.624918, 6.793708], [-0.547312, -1.666118, 6.367108], [-1.421512, -1.733418, 4.039608], [3.530388, 0.891782, -1.766192], [4.661388, 1.989582, -3.661692], [4.099988, 4.325982, -4.233192], [2.377288, 5.531382, -2.974292], [-0.980612, -3.856118, -0.529292], [0.590088, -2.953118, -0.915692], [0.984988, -3.013818, -2.672592], [2.310388, -2.735418, -3.042192], [2.731288, -3.009018, -4.328792], [1.834888, -3.518818, -5.261892], [0.502988, -3.711218, -4.915492], [0.062088, -3.450518, -3.630092], [1.826588, -3.874718, 0.035008], [1.737288, -3.850218, 1.431208], [2.475088, -4.744318, 2.181108], [3.338888, -5.633318, 1.550808], [3.465188, -5.621018, 0.171608], [2.706988, -4.754318, -0.597392], [-2.148912, -2.955418, -0.290692], [-3.480512, -3.217518, -0.457892], [-4.195812, -2.107718, 0.081308], [-3.272812, -1.217018, 0.543708], [-3.431412, 0.131482, 1.179708], [-2.491112, 1.283582, 0.052408], [-1.527912, 2.560082, 0.955508], [-0.361612, 2.955382, 0.089808], [1.156688, 3.763382, 1.274708], [0.583588, 4.004482, 2.631008], [-0.639212, 3.625082, 3.030208], [-1.599912, 2.853582, 2.268708], [-3.828512, 2.270982, -0.738992], [-4.597812, 2.958882, 0.203908], [-5.638412, 3.751682, -0.243692], [-5.907912, 3.857482, -1.598992], [-5.142412, 3.162082, -2.520692], [-4.090012, 2.360382, -2.094692], [-1.975612, -1.699618, 0.284308], [-0.775612, -4.442018, 0.379408], [-1.193612, -4.565918, -1.335692], [3.005588, -2.341118, -2.312992], [3.759588, -2.837018, -4.604992], [2.172088, -3.757118, -6.259392], [-0.195112, -4.080518, -5.650192], [-0.975212, -3.616118, -3.378592], [1.073088, -3.137418, 1.918008], [2.379488, -4.762518, 3.255508], [3.914288, -6.328318, 2.140908], [4.150188, -6.295418, -0.317392], [2.777788, -4.797118, -1.672892], [-3.920512, -4.084218, -0.907992], [-5.262512, -2.022418, 0.103308], [-3.022112, 0.163282, 2.197208], [-4.490412, 0.395682, 1.217708], [-0.506812, 2.609382, -0.944392], [2.212688, 4.030382, 1.223208], [1.212688, 4.560782, 3.311608], [-0.940012, 3.874382, 4.037808], [-2.453612, 2.493682, 2.830708], [-4.392712, 2.882582, 1.263008], [-6.234912, 4.284282, 0.483408], [-6.719212, 4.485282, -1.938392], [-5.361412, 3.236882, -3.573792], [-3.502112, 1.816582, -2.818092]], "forces_ev_per_angstrom": [[-0.8188, 0.7694, -0.0021], [0.1214, 0.3102, -0.3873], [0.0442, -0.0994, 0.4921], [0.4370, -0.2032, -0.1248], [-0.8330, 1.7836, -0.3507], [-0.3788, -1.8198, -1.5069], [1.1760, -0.2889, 1.7090], [-0.1249, -0.2746, -0.0103], [-0.0382, -0.0241, 0.8043], [-0.1310, 0.0160, -0.8034], [-0.3723, -0.2285, 0.0650], [0.3674, 0.2178, -0.0308], [-0.3358, -0.2569, -0.0791], [-0.3028, 0.2243, -1.8727], [-0.2073, -0.4834, 0.7565], [0.5199, 0.0238, -0.7019], [-0.0932, -0.6074, 0.3836], [-0.3059, 0.1824, 0.3544], [0.0800, 0.0291, -0.0985], [-0.0083, 0.1494, -0.0177], [-0.0252, -0.0838, 0.0520], [0.0517, -0.0346, -0.0975], [0.0073, 0.0660, -0.2472], [0.1188, 0.0215, -0.0037], [0.0483, -0.0042, 0.0480], [-0.0938, -0.0375, 0.0585], [0.0246, 0.0105, 0.0423], [0.1224, -0.0913, -0.0183], [0.0950, -0.0765, -0.0397], [-0.0345, 0.1246, -0.0973], [-0.0227, 0.1292, -0.0379], [-0.0880, 0.2049, -0.0476], [-0.4048, -0.0576, 0.6787], [-0.0326, 0.4682, 0.4708], [-0.0975, 0.0210, 0.0848], [0.0094, 0.0688, 0.0118], [-0.0824, 0.0630, 0.1658], [-0.0743, -0.0003, -0.0489], [0.0566, -0.0487, 0.1667], [-0.0633, 0.4748, -0.2330], [-0.0474, 0.0734, -0.1993], [-0.0461, 0.1178, 0.0987], [-0.0107, 0.0925, -0.0789], [0.0836, -0.0543, 0.0335], [-0.1694, 0.0910, -0.0119], [-0.4982, -1.5182, -0.6839], [1.0840, 0.2736, 0.1142], [0.6361, 0.5268, 0.3048], [-1.2696, 0.3905, 0.1988], [0.4086, -0.1640, -0.1555], [0.2381, 0.3195, 1.3979], [-0.1329, -0.6337, 0.0806], [-0.3460, 0.1173, -0.4038], [0.0009, 0.4435, -0.0742], [-0.3279, -0.2123, 0.2370], [0.5332, 0.2953, 0.2777], [-0.3702, -0.3359, -0.5557], [0.4935, -0.4274, -0.3941], [0.1034, -0.0383, -0.1005], [0.0367, -0.0184, 0.3380], [-0.0039, -0.0052, -0.2180], [0.0414, -0.0193, 0.0216], [0.0071, -0.0507, -0.1277], [1.1955, 0.0941, 0.2962], [0.1381, 0.1020, -0.2713], [0.0730, 0.0364, 0.1305], [0.0999, -0.0440, 0.0257], [0.1041, 0.0275, -0.0288], [0.0127, -0.0037, -0.0820], [-0.0743, -0.0375, -0.0676], [-0.0784, -0.0506, 0.0228], [-0.0568, -0.1034, 0.0977], [0.0161, 0.0305, 0.1152], [0.0707, -0.0940, 0.0580], [0.0445, -0.1154, -0.0337], [0.0132, -0.0044, -0.0550], [-0.0125, -0.2837, -0.0986], [-0.3104, 0.2144, 0.0911], [-0.0882, 0.0236, -0.0204], [0.1741, 0.1531, 0.0184], [0.1377, 0.0325, 0.1553], [-0.0508, -0.0361, -0.0352], [-0.0354, 0.1003, 0.0991], [-0.0128, 0.0863, 0.0676], [-0.0217, -0.1061, 0.0578], [-0.0387, 0.0690, 0.0767], [-0.0610, 0.0427, -0.0180], [-0.0465, 0.0112, -0.0076], [-0.0161, 0.0117, -0.1129], [0.0688, -0.0576, -0.0675]]}

[2]
{"formula": "C2H13NO4", "method": "ωB97M-V/def2-TZVPD", "lumo_energy_ha": 0.0130, "fmax_ha_per_bohr": 0.0515, "de_lowest_ev": 1.9912, "homo_ev": -8.8, "multiplicity": 1, "smiles": "CNCO.O.O.O", "total_charge": 0, "orbital_gap_ev": 9.12, "elements": ["C", "N", "C", "O", "H", "H", "H", "H", "H", "H", "H", "H", "H", "O", "H", "H", "O", "H", "H", "O"], "positions_angstrom": [[-2.080967, 1.206245, -2.762042], [-1.305132, 1.963924, -1.855600], [-0.639513, 1.243063, -0.773655], [-1.377061, 0.321224, 0.089934], [-1.856836, 1.460824, -3.769674], [-3.142639, 1.268954, -2.518588], [-1.899389, 0.154018, -2.412703], [-1.594368, 2.913061, -1.632031], [0.153319, 0.728878, -1.276895], [-0.150070, 1.982357, -0.153259], [-2.277831, 0.739194, 0.071505], [-1.480270, -1.811182, 2.725807], [-2.558491, -2.831950, 2.424037], [-2.430175, -1.862738, 2.436915], [2.259636, 0.583106, 0.123070], [2.561577, -0.322768, 1.416644], [1.963551, 0.374479, 1.018003], [4.873791, -2.098538, 2.064655], [5.969762, -2.989256, 2.485215], [5.011098, -3.022894, 2.298659]], "forces_ev_per_angstrom": [[-0.8498, -1.7115, 1.8350], [0.8696, 0.8618, 2.0778], [0.0781, 0.7831, -0.2539], [-1.0693, 1.7560, -1.5997], [-0.0093, -0.3046, -0.9860], [-0.3656, 0.3644, -0.5637], [0.1632, 0.5146, -1.3503], [-0.1294, -0.5714, -0.0254], [0.3582, -1.1556, 0.0983], [-0.0237, 0.3067, 0.2859], [0.9813, -0.8681, 0.4839], [-1.3233, 0.2743, -0.5157], [-0.1653, 0.7034, -0.0732], [1.4333, -0.9597, 0.5712], [0.2107, -0.3499, 0.2814], [-0.9967, 1.3281, -1.1096], [0.8111, -0.9748, 0.8401], [-0.4008, -0.0150, -0.0803], [-0.5839, -0.4696, -0.0099], [1.0117, 0.4878, 0.0940]]}

[3]
{"formula": "C15H35ClN5O9", "method": "ωB97M-V/def2-TZVPD", "lumo_energy_ha": 0.0955, "fmax_ha_per_bohr": 0.0930, "de_lowest_ev": 2.4873, "homo_ev": -6.8, "multiplicity": 1, "total_charge": -1, "orbital_gap_ev": 9.40, "elements": ["Cl", "O", "O", "O", "O", "C", "C", "O", "N", "C", "H", "H", "H", "H", "H", "H", "H", "C", "C", "O", "N", "C", "H", "H", "H", "H", "H", "H", "H", "C", "C", "O", "N", "C", "H", "H", "H", "H", "H", "H", "H", "C", "C", "O", "N", "C", "H", "H", "H", "H", "H", "H", "H", "C", "C", "O", "N", "C", "H", "H", "H", "H", "H", "H", "H"], "positions_angstrom": [[-0.655445, -0.147340, -1.336704], [-1.519425, -1.278900, -1.028734], [-1.202265, 0.806710, -2.326564], [-0.431915, 0.541510, -0.111494], [0.578035, -0.742770, -1.783334], [-3.475595, -1.182900, 1.886156], [-3.700405, -1.302210, 3.376916], [-3.982825, -2.426160, 3.780146], [-3.634385, -0.258580, 4.200296], [-2.941075, 1.009270, 3.994326], [-3.360205, -2.183200, 1.468776], [-2.695385, -0.475580, 1.604976], [-4.421015, -0.784960, 1.517466], [-4.069555, -0.492710, 5.081156], [-2.099975, 0.907540, 3.308546], [-2.534725, 1.383520, 4.933966], [-3.547635, 1.770380, 3.503526], [-1.178465, 3.798600, 0.151736], [-2.254135, 3.299800, 1.173916], [-2.018285, 3.350390, 2.370396], [-3.442085, 2.990660, 0.815576], [-3.949595, 3.000080, -0.533214], [-1.391785, 3.589000, -0.896434], [-0.225425, 3.285590, 0.280776], [-0.891025, 4.832110, 0.344936], [-4.025305, 2.794720, 1.616546], [-3.674625, 3.848610, -1.159704], [-5.026205, 3.106920, -0.400564], [-3.702435, 2.047170, -1.001174], [1.654325, 3.436500, -2.264534], [1.988075, 2.800080, -3.557814], [2.496965, 3.476430, -4.447264], [1.915155, 1.441710, -3.579324], [2.561065, 0.664950, -4.656984], [0.565715, 3.485170, -2.290374], [2.094935, 4.431120, -2.196004], [2.028935, 2.735960, -1.518204], [1.416815, 0.902710, -2.885614], [3.481475, 0.208900, -4.292354], [2.803085, 1.274360, -5.527694], [2.074515, -0.287840, -4.865704], [0.208265, -8.034230, -0.196064], [-0.108295, -6.575860, 0.049566], [-0.174135, -6.101980, 1.194826], [-0.374445, -5.871980, -1.039834], [-0.653095, -4.417220, -1.141824], [0.846325, -8.143020, -1.073064], [-0.805325, -8.417770, -0.312874], [0.769365, -8.407260, 0.660746], [-0.436585, -6.430530, -1.879034], [-0.991355, -3.842740, -0.279474], [-1.462265, -4.448650, -1.871454], [0.118635, -3.914130, -1.724444], [5.707025, 2.220350, 2.180026], [4.668195, 1.150250, 1.957566], [4.304685, 0.438170, 2.906836], [4.180305, 1.186270, 0.729506], [3.131835, 0.328250, 0.257236], [6.499405, 1.967760, 1.475456], [6.183625, 2.233790, 3.160216], [5.299395, 3.202910, 1.942316], [4.570815, 1.842180, 0.068156], [3.271415, 0.293450, -0.823224], [2.175885, 0.772280, 0.534916], [3.462405, -0.687640, 0.473556]], "forces_ev_per_angstrom": [[-1.1491, -1.1117, 0.3101], [-0.6263, 0.8864, -0.9217], [0.5264, -1.4135, 0.8253], [0.3229, 1.1937, 0.8396], [0.9227, 0.6435, -1.0383], [-0.2119, 0.7691, 0.3548], [0.5502, -2.0973, -1.4353], [-0.5666, 0.1579, 0.6929], [-0.0883, 0.9639, 0.6419], [-0.0464, -0.1345, -0.5294], [0.3090, 0.3023, 0.1038], [0.1078, -0.2406, -0.1850], [-0.0873, 0.1402, -0.3052], [0.4203, 0.2994, 0.1832], [0.0577, -0.3176, 0.1583], [-0.2115, -0.0006, -0.0539], [-0.2355, 0.0417, 0.4306], [-0.0143, -0.9655, 0.1684], [4.2342, 2.1259, 0.6484], [0.9579, 0.0084, 0.9728], [-2.6165, -0.4004, -1.7215], [-1.1211, -0.5585, 0.2222], [-0.3770, 0.3561, 0.0506], [-0.2513, -0.4703, 0.5249], [-0.6467, 0.1702, -0.0760], [-0.2693, -0.0534, -0.3760], [0.5048, -0.0566, 0.3196], [-0.1556, -0.3364, -0.4035], [-0.1394, 0.1779, -0.4369], [-0.7445, -0.3641, 0.0676], [1.7708, -0.1201, -0.4519], [-0.2555, -0.4279, -0.4814], [0.3695, -0.2964, -1.4638], [0.2850, -0.4248, 0.9150], [-0.1095, 0.1358, 0.7636], [-0.0784, -0.2335, -0.0274], [-0.3959, 0.3965, 0.5401], [-0.0868, 0.1205, 0.1983], [0.6635, 0.6297, 0.2604], [-0.4104, -0.1028, 0.1442], [-1.0443, 0.5391, -0.4200], [0.1232, 0.7873, 0.1908], [0.3317, 0.7701, 2.7024], [0.2874, -0.6161, -1.2335], [0.1326, 0.8108, -0.4876], [-0.7822, -0.9358, -1.8297], [-0.3492, -0.2205, -0.2112], [0.3452, -0.9510, -0.0509], [-0.5167, -0.1820, 0.0066], [0.0640, 0.5325, -0.0897], [0.4331, -0.6772, 0.1731], [-0.4761, 0.6506, 0.1788], [0.4200, 0.1083, 0.6712], [0.8650, -0.0569, -0.3554], [0.0357, 0.3915, 3.2096], [0.1080, 0.2348, -1.6968], [0.1513, 0.1933, -0.9481], [1.0008, -0.1136, -1.1470], [0.2744, 0.4418, -0.1868], [-0.5251, -0.2131, 0.0475], [0.0993, 0.0194, -0.0084], [0.0083, -0.0680, 0.3573], [-0.6381, 0.4191, -0.2585], [-0.2621, -1.1083, 0.0501], [-1.1940, -0.1487, 0.9066]]}